Molecular formula: C6H7LiO6Sc
Method: DFT, ωB97M-V/def2-TZVPD

The value obtained for the HOMO energy (alpha / beta) is -19.07 / -20.33 eV. The calculation puts the LUMO energy (alpha / beta) at -15.809 / -11.249 eV. For the orbital gap (alpha / beta), the calculation gives 0.1197 / 0.3336 hartree.

Structure (ORCA input):
```
! wB97M-V def2-TZVPD RIJCOSX def2/J DEFGRID3
* xyz 3 1
O 3.50 -0.78 -0.63
C 2.31 -0.50 -0.38
O 2.05 0.57 0.28
O 1.36 -1.29 -0.81
C 0.24 -1.52 -0.02
C 0.35 -2.01 1.22
Sc 4.23 0.96 0.32
H -0.52 -2.22 1.85
H 1.34 -2.15 1.65
Li 0.43 1.03 1.12
C -1.10 -1.56 -0.74
C -2.03 -0.45 -0.28
O -3.24 -0.58 -1.02
C -4.03 0.49 -1.07
O -4.04 1.40 -0.28
O -4.81 0.39 -2.14
H -1.59 -2.53 -0.61
H -0.89 -1.46 -1.82
H -1.60 0.55 -0.47
H -2.24 -0.53 0.79
H -5.53 1.02 -2.08
*
```

Molecular formula: C6H7N
Method: DFT, ωB97M-V/def2-TZVPD

The calculation puts the energy above the lowest of the compared OMol25 structures with the same formula, charge and spin at 2.201 eV. The value obtained for the HOMO energy is -9.67 eV. The calculation puts the LUMO energy at 0.829 eV. For the orbital gap, the calculation gives 0.3857 hartree. Its SMILES is C=C1CC(C#N)C1.

Structure (ORCA input):
```
! wB97M-V def2-TZVPD RIJCOSX def2/J DEFGRID3
* xyz 0 1
C 0.75 -2.00 0.69
C 0.33 -0.84 0.23
C 0.99 0.37 -0.30
C -0.31 1.12 0.08
C -0.81 2.10 -0.86
N -1.20 2.85 -1.65
C -1.07 -0.24 0.18
H 1.80 -2.20 0.86
H 0.01 -2.74 0.54
H 1.11 0.27 -1.39
H 1.94 0.62 0.16
H -0.18 1.56 1.07
H -1.68 -0.46 -0.70
H -1.67 -0.39 1.08
*
```

Molecular formula: C6H7N
Method: DFT, ωB97M-V/def2-TZVPD

The calculation puts the energy above the lowest of the compared OMol25 structures with the same formula, charge and spin at 2.302 eV. The value obtained for the HOMO energy is -9.66 eV. The calculation puts the LUMO energy at 0.251 eV. For the orbital gap, the calculation gives 0.3641 hartree. Its SMILES is N#CC1CC=CC1.

Structure (ORCA input):
```
! wB97M-V def2-TZVPD RIJCOSX def2/J DEFGRID3
* xyz 0 1
N -0.60 2.79 -0.76
C -0.38 1.67 -0.95
C -0.16 0.80 0.28
C 1.24 0.19 0.17
C 0.92 -1.20 -0.29
C -0.38 -1.48 -0.25
C -1.20 -0.32 0.25
H -0.26 1.43 1.18
H 1.86 0.76 -0.52
H 1.75 0.21 1.14
H 1.70 -1.89 -0.60
H -0.83 -2.42 -0.52
H -2.04 -0.05 -0.40
H -1.62 -0.49 1.25
*
```

Molecular formula: C6H7N
Method: DFT, ωB97M-V/def2-TZVPD

The calculation puts the energy above the lowest of the compared OMol25 structures with the same formula, charge and spin at 5.622 eV. The value obtained for the HOMO energy is -8.08 eV. The calculation puts the LUMO energy at 0.824 eV. For the orbital gap, the calculation gives 0.3272 hartree. Its SMILES is C=N[C@]12C[C@]13C[C@H]32.

Structure (ORCA input):
```
! wB97M-V def2-TZVPD RIJCOSX def2/J DEFGRID3
* xyz 0 1
C -0.08 -1.45 -1.56
N -0.83 -0.48 -1.21
C -0.34 0.63 -0.61
C -1.25 1.58 0.11
C -0.32 0.89 1.03
C 0.49 -0.32 1.30
C 0.91 0.72 0.27
H -0.53 -2.28 -2.08
H 1.00 -1.48 -1.37
H -2.31 1.34 0.13
H -1.05 2.64 -0.01
H 0.18 -1.30 0.96
H 0.99 -0.32 2.27
H 1.82 1.26 0.14
*
```